C20H22N4O2S | ωB97M-V/def2-TZVPD

Its maximum force is 0.0225 hartree/bohr. The HOMO-LUMO gap comes out at 8.60 eV. As for the SMILES: COCCn1c(Cc2ccccc2)nnc1SCC(=O)Nc1ccccc1. As for the energy above the lowest of the compared OMol25 structures with the same formula, charge and spin: 41.9 kJ/mol. The HOMO energy is -8.06 eV. Its lowest unoccupied orbital energy is 0.01966 Eh.

CARTESIAN COORDINATES (ANGSTROEM)
C  -3.2816  -2.8506  -0.8274
H  -3.8876  -3.5763  -0.2718
O  -2.2370  -2.3491  -0.0354
C  -2.6906  -1.6652  1.1059
C  -1.4755  -1.0613  1.8185
N  -0.6512  -0.3271  0.9010
C  0.4190  -0.8204  0.2123
N  0.8939  0.0899  -0.5992
N  0.1382  1.1945  -0.4615
C  -0.7838  0.9537  0.4226
C  -1.8325  1.9179  0.8395
C  -3.1601  1.5894  0.1999
C  -3.2207  1.3069  -1.1598
C  -4.4265  0.9797  -1.7529
C  -5.5866  0.9400  -0.9962
C  -5.5357  1.2347  0.3552
C  -4.3272  1.5550  0.9512
H  -4.2928  1.7781  2.0086
H  -6.4371  1.2112  0.9497
H  -6.5276  0.6824  -1.4590
H  -4.4617  0.7552  -2.8088
H  -2.3144  1.3403  -1.7463
H  -1.9288  1.9240  1.9280
H  -1.5053  2.9075  0.5114
S  1.0513  -2.4151  0.4559
C  2.2836  -2.4906  -0.8881
C  3.6272  -1.8656  -0.5049
O  4.5776  -2.5585  -0.2125
N  3.5974  -0.5172  -0.5582
C  4.6152  0.3928  -0.2634
C  5.9132  0.0106  0.0612
C  6.8632  0.9785  0.3337
C  6.5378  2.3232  0.2862
C  5.2450  2.7035  -0.0366
C  4.2870  1.7474  -0.3104
H  3.2769  2.0383  -0.5622
H  4.9819  3.7505  -0.0757
H  7.2863  3.0718  0.4995
H  7.8692  0.6757  0.5845
H  6.1677  -1.0352  0.0993
H  2.6881  -0.0901  -0.7736
H  2.4306  -3.5547  -1.0702
H  1.8410  -2.0055  -1.7565
H  -1.8121  -0.4000  2.6206
H  -0.8634  -1.8644  2.2365
H  -3.2090  -2.3510  1.7938
H  -3.3950  -0.8728  0.8130
H  -3.9332  -2.0405  -1.1795
H  -2.8147  -3.3416  -1.6779

Forces on atoms 1 to 6 (eV/Å):
C -0.142 -0.007 -0.069
H -0.001 -0.008 -0.038
O 0.261 0.111 0.307
C -0.077 0.072 0.011
C -0.605 -0.451 -0.061
N 0.680 0.279 -0.516

C2H5NSi | ωB97M-V/def2-TZVPD

Its maximum force is 0.0604 hartree/bohr. The HOMO-LUMO gap comes out at 7.67 eV. As for the energy above the lowest of the compared OMol25 structures with the same formula, charge and spin: 378.1 kJ/mol. The HOMO energy is -8.57 eV. Its lowest unoccupied orbital energy is -0.03282 Eh.

CARTESIAN COORDINATES (ANGSTROEM)
C  -2.2836  -1.1123  -0.0429
C  -1.1394  -0.7606  -0.1096
N  0.0443  -0.3335  -0.5362
Si  1.5737  -0.4642  0.0364
H  -3.2061  -1.7075  -0.2164
H  0.3407  2.4331  0.3258
H  -0.1526  3.1108  0.1249
H  2.6245  -0.3844  -0.9211
H  2.1986  -0.7814  1.3390

Forces on atoms 1 to 6 (eV/Å):
C -2.151 -1.683 -0.149
C 0.812 0.821 -0.958
N 1.865 -0.592 1.277
Si -1.707 -0.129 -0.252
H 1.203 1.144 0.623
H -1.799 2.429 -0.726

C4H10N2 | ωB97M-V/def2-TZVPD

Its maximum force is 0.0860 hartree/bohr. The HOMO-LUMO gap comes out at 9.43 eV. As for the SMILES: C=CN.C=NC. As for the energy above the lowest of the compared OMol25 structures with the same formula, charge and spin: 306.6 kJ/mol. The HOMO energy is -8.21 eV. Its lowest unoccupied orbital energy is 0.04478 Eh.

CARTESIAN COORDINATES (ANGSTROEM)
C  -0.1705  -4.9308  -2.1291
C  0.9670  -5.4968  -1.6710
N  1.5503  -4.9354  -0.5394
H  -0.6306  -4.0527  -1.8634
H  -0.7102  -5.2120  -3.0051
H  1.4451  -6.4966  -2.0982
H  0.7812  -4.6569  0.1688
H  2.4135  -5.1594  -0.1769
C  0.2825  4.6576  1.2806
C  -1.9751  5.6734  1.5689
N  -0.7537  5.4770  1.9362
H  0.3574  3.7316  1.8170
H  1.2255  5.1972  1.5886
H  0.1593  4.5292  0.2334
H  -2.4431  6.4522  2.1254
H  -2.4987  5.2224  0.7641

Forces on atoms 1 to 6 (eV/Å):
C 1.334 -2.250 -1.486
C -0.225 -0.990 -0.678
N -4.080 1.280 1.128
H -0.265 2.174 1.725
H 0.144 -1.231 -0.564
H -1.084 2.441 0.713

C19H29FN2O5S | ωB97M-V/def2-TZVPD

Its maximum force is 0.0020 hartree/bohr. The HOMO-LUMO gap comes out at 10.20 eV. As for the SMILES: O=C(NC[C@H]1C[C@@H]2CC[C@H]1N2C(=O)[C@H]1CCS(=O)(=O)C1)[C@@H](F)C1CCOCC1. As for the energy above the lowest of the compared OMol25 structures with the same formula, charge and spin: 25.7 kJ/mol. The HOMO energy is -9.82 eV. Its lowest unoccupied orbital energy is 0.01397 Eh.

CARTESIAN COORDINATES (ANGSTROEM)
O  1.8618  -0.9450  0.0585
C  1.1076  0.0009  -0.0468
N  -0.2439  -0.1034  0.0157
C  -0.9092  -1.3831  0.1641
C  -1.5532  -1.5519  1.5338
C  -2.7010  -0.5338  1.7942
C  -3.9139  -1.4448  2.0428
C  -3.7460  -2.1320  3.4085
C  -2.6110  -3.1580  3.1337
C  -2.2911  -2.9023  1.6519
N  -3.6169  -2.5542  1.1348
C  -4.3757  -2.9713  0.1038
O  -5.4426  -2.4439  -0.1790
C  -3.8418  -4.1251  -0.7341
C  -5.0164  -5.0519  -1.1594
C  -5.4725  -4.6390  -2.5512
S  -3.9291  -4.3711  -3.3928
O  -3.2749  -5.6467  -3.5504
O  -4.0561  -3.4852  -4.5172
C  -3.1755  -3.5356  -1.9979
C  1.6380  1.4172  -0.2726
F  2.3326  1.7838  0.8770
C  2.5598  1.4699  -1.4709
C  1.8229  1.0594  -2.7468
C  2.7404  1.2185  -3.9501
O  3.2332  2.5405  -4.0601
C  3.9967  2.9040  -2.9232
C  3.1627  2.8611  -1.6531
H  -0.7961  0.7321  -0.0714
H  -1.6709  -1.4815  -0.6150
H  -0.1487  -2.1466  0.0028
H  -0.7697  -1.4816  2.2903
H  -2.5047  0.1286  2.6363
H  -2.8806  0.0854  0.9118
H  -4.8848  -1.0033  1.8475
H  -3.4922  -1.4165  4.1898
H  -4.6676  -2.6352  3.6967
H  -1.7353  -3.0095  3.7642
H  -2.9619  -4.1794  3.2772
H  -1.8068  -3.7247  1.1325
H  -3.1170  -4.7076  -0.1706
H  -4.6672  -6.0831  -1.1857
H  -5.8340  -4.9739  -0.4464
H  -6.0303  -5.4016  -3.0905
H  -6.0116  -3.6925  -2.5412
H  -3.3939  -2.4757  -2.1246
H  -2.1024  -3.7065  -2.0556
H  0.8177  2.1355  -0.3864
H  3.3602  0.7466  -1.2810
H  1.4838  0.0220  -2.6854
H  0.9420  1.6951  -2.8899
H  3.5822  0.5160  -3.8676
H  2.2114  1.0079  -4.8783
H  4.8582  2.2272  -2.8277
H  4.3733  3.9078  -3.1144
H  2.3605  3.6025  -1.7326
H  3.7787  3.1279  -0.7931

Forces on atoms 1 to 6 (eV/Å):
O 0.000 -0.001 -0.012
C 0.000 0.010 0.096
N 0.014 -0.027 -0.098
C -0.068 0.041 0.008
C 0.053 -0.016 0.018
C 0.002 -0.002 0.007